No. 1
C26H45F3O14 | ωB97M-V with the def2-TZVPD basis set

Each line ends with the Mulliken charge.
CARTESIAN COORDINATES (ANGSTROEM)
O -1.339 7.397 -5.604  -0.5382
C -1.449 7.157 -4.415  0.6263
O -1.137 8.058 -3.507  -0.2937
C -0.876 7.341 -2.327  -0.4442
C -1.938 6.188 -2.494  0.2668
F -3.146 6.539 -1.992  -0.2722
O -2.125 6.097 -3.875  -0.2763
H 0.169 7.056 -2.448  0.3118
H -0.967 7.734 -1.314  0.3150
H -1.584 5.275 -2.015  0.3047
O -5.457 -0.051 -2.689  -0.5891
C -6.077 -0.493 -3.703  0.6908
O -6.013 -1.746 -4.214  -0.3140
C -6.742 -1.820 -5.435  -0.3768
C -7.585 -0.522 -5.345  0.2406
F -8.818 -0.928 -5.008  -0.2781
O -6.829 0.256 -4.457  -0.2731
H -6.040 -1.939 -6.261  0.2665
H -7.473 -2.595 -5.668  0.3092
H -7.698 -0.052 -6.321  0.3238
O -2.142 -0.261 10.367  -0.5471
C -1.273 -0.468 9.512  0.6971
O 0.003 -0.747 9.757  -0.3183
C 0.781 -1.079 8.583  -0.3333
C -0.199 -0.501 7.524  0.2848
F -0.345 -1.168 6.322  -0.2793
O -1.469 -0.502 8.184  -0.2836
H 1.772 -0.642 8.460  0.2778
H 0.907 -2.157 8.487  0.2563
H 0.232 0.479 7.315  0.2450
C 7.303 0.993 -2.098  -0.5497
C 8.556 0.594 -1.446  -0.4364
C 9.517 1.361 -2.204  -0.4689
O 9.093 1.052 -3.555  -0.4000
C 7.680 0.918 -3.551  -0.3884
H 6.934 2.001 -1.908  0.2717
H 6.486 0.286 -1.950  0.2780
H 8.760 -0.473 -1.541  0.2107
H 8.695 0.762 -0.378  0.3408
H 10.567 1.144 -2.007  0.3305
H 9.583 2.413 -1.926  0.2570
H 7.392 -0.017 -4.032  0.3071
H 7.197 1.773 -4.025  0.2477
C 1.623 -3.522 -7.199  -0.6240
C 1.449 -2.840 -5.892  -0.4978
C 0.243 -1.963 -6.144  -0.3987
O -0.554 -2.754 -6.994  -0.3878
C 0.214 -3.793 -7.636  -0.3754
H 2.294 -4.378 -7.264  0.3529
H 2.042 -2.801 -7.901  0.2656
H 2.410 -2.393 -5.639  0.3141
H 1.318 -3.633 -5.155  0.2659
H 0.546 -1.086 -6.717  0.2403
H -0.218 -1.517 -5.263  0.3153
H 0.031 -3.728 -8.708  0.2658
H -0.075 -4.729 -7.157  0.2639
C 5.118 -4.458 3.621  -0.5053
C 5.900 -5.156 4.676  -0.5183
C 5.838 -6.602 4.246  -0.4374
O 4.495 -6.730 3.773  -0.4022
C 4.101 -5.496 3.099  -0.3612
H 5.785 -4.336 2.767  0.2233
H 4.850 -3.479 4.020  0.3511
H 5.513 -4.919 5.667  0.3006
H 6.926 -4.788 4.658  0.2904
H 6.052 -7.195 5.135  0.3054
H 6.636 -6.883 3.559  0.2832
H 3.061 -5.462 3.423  0.2322
H 4.170 -5.626 2.019  0.2381
C -8.401 3.470 4.815  -0.5203
C -9.267 3.205 3.570  -0.4885
C -8.315 2.440 2.713  -0.4442
O -7.516 1.609 3.693  -0.4332
C -7.295 2.377 4.869  -0.4047
H -8.970 3.451 5.744  0.3024
H -7.893 4.434 4.779  0.2608
H -9.668 4.082 3.060  0.2952
H -10.189 2.657 3.763  0.2595
H -7.584 3.127 2.287  0.2488
H -8.750 1.953 1.840  0.3688
H -6.345 2.901 4.765  0.2603
H -7.403 1.799 5.787  0.2952
C 1.086 1.295 1.616  -0.5845
O 0.114 1.981 2.311  -0.4907
H 0.878 0.919 0.614  0.2678
H 2.014 1.845 1.458  0.2478
H 1.520 0.545 2.277  0.2425
H -0.689 1.461 2.243  0.3175

Computed properties:
E_HOMO ... -9.45 eV
Structure (SMILES) ... O=C1OC[C@@H](F)O1.O=C1OC[C@@H](F)O1.O=C1OC[C@@H](F)O1.C1CCOC1.C1CCOC1.C1CCOC1.C1CCOC1.CO
E_LUMO ... 0.103 eV
Max |F| ... 6.01 eV/A
Frontier orbital gap ... 9.558 eV


No. 2
C12H24F8Na4O14P2 | ωB97M-V with the def2-TZVPD basis set

Each line ends with the Mulliken charge.
CARTESIAN COORDINATES (ANGSTROEM)
Na -17.428 8.499 10.146  0.9820
Na -11.663 9.573 7.074  0.9638
Na -13.893 3.630 7.944  1.0639
Na -11.122 6.386 11.487  0.9567
P -9.610 8.130 9.298  1.3715
F -10.785 8.414 10.397  -0.3756
F -9.557 6.552 9.825  -0.4612
F -10.768 7.654 8.218  -0.4362
F -8.533 7.815 8.181  -0.3186
F -9.810 9.652 8.792  -0.3924
F -8.498 8.490 10.326  -0.3271
O -15.259 7.974 9.714  -0.3364
P -14.062 7.231 9.314  -0.2661
O -14.084 5.873 8.757  -0.2559
F -13.116 7.179 10.577  -0.0146
F -13.304 8.158 8.267  -0.1138
C -15.618 4.293 11.495  -0.3717
O -16.695 3.380 11.271  -0.3202
C -16.755 2.815 10.078  0.7378
O -16.076 3.120 9.115  -0.5386
O -17.679 1.899 10.096  -0.3340
C -17.802 1.096 8.913  -0.6311
H -15.697 5.149 10.829  0.0292
H -14.654 3.797 11.393  0.2482
H -15.717 4.621 12.527  0.3026
H -17.897 1.715 8.027  0.2882
H -18.704 0.511 9.054  0.2390
H -16.953 0.419 8.848  0.2952
C -15.564 6.583 5.543  -0.5717
O -15.722 5.708 4.469  -0.3392
C -15.518 4.425 4.740  0.7122
O -14.999 4.011 5.752  -0.5384
O -15.943 3.711 3.737  -0.3245
C -15.633 2.310 3.773  -0.6105
H -14.563 6.512 5.995  0.1676
H -16.268 6.382 6.353  0.2768
H -15.672 7.602 5.187  0.3527
H -14.581 2.181 3.535  0.3008
H -16.270 1.805 3.057  0.2425
H -15.871 1.879 4.745  0.2609
C -12.404 9.905 12.965  -0.5716
O -13.484 9.483 13.813  -0.3041
C -13.551 8.175 14.069  0.7575
O -12.958 7.329 13.461  -0.4293
O -14.381 7.876 15.035  -0.3197
C -14.853 8.887 15.910  -0.6167
H -12.341 10.981 13.061  0.3438
H -12.620 9.641 11.928  0.0269
H -11.473 9.434 13.269  0.3807
H -15.458 9.610 15.363  0.2107
H -14.024 9.411 16.380  0.3099
H -15.451 8.395 16.665  0.2929
C -17.790 13.442 9.187  -0.6262
O -17.217 13.124 10.473  -0.3333
C -16.842 11.878 10.667  0.8001
O -17.095 10.958 9.921  -0.6063
O -16.136 11.791 11.799  -0.3239
C -15.713 10.505 12.194  -0.0717
H -17.142 13.087 8.385  0.3038
H -17.843 14.520 9.155  0.2323
H -18.754 12.952 9.091  0.2905
H -14.976 10.108 11.500  0.0044
H -16.564 9.828 12.316  0.1125
H -15.275 10.623 13.180  0.2236

Computed properties:
E_HOMO ... -15.78 eV
Charge ... +2
E_LUMO ... -5.386 eV
Max |F| ... 1.76 eV/A
Frontier orbital gap ... 10.391 eV


No. 3
C40H30AsBr2Cl5N3O4RuS | ωB97M-V with the def2-TZVPD basis set

Each line ends with the Mulliken charge.
CARTESIAN COORDINATES (ANGSTROEM)
Ru -0.362 0.471 -0.786  1.6003
C -2.281 3.746 -0.361  -1.0679
C -2.174 3.305 -1.785  0.6911
C -2.653 4.173 -2.795  -1.2100
C -2.624 3.801 -4.101  -1.0562
C -2.126 2.527 -4.447  0.8655
C -2.097 2.003 -5.763  -0.1633
Br -2.733 3.042 -7.213  -0.2376
C -1.624 0.749 -6.005  -0.3416
C -1.143 -0.040 -4.951  -0.3488
Br -0.492 -1.769 -5.344  -0.1854
C -1.117 0.415 -3.647  -0.4046
O -0.649 -0.305 -2.671  0.7775
C -1.639 1.727 -3.392  -0.1998
N -1.661 2.126 -2.077  0.9296
H -2.987 4.571 -0.276  0.5632
H -1.321 4.088 0.024  0.2272
H -2.628 2.933 0.274  -0.0311
H -3.046 5.137 -2.504  0.5196
H -2.991 4.458 -4.877  0.3448
H -1.610 0.351 -7.010  0.4468
O 1.291 2.741 -0.437  -0.7416
S 0.868 2.747 0.952  0.9662
O 0.317 3.970 1.478  -0.7702
N -0.169 1.510 1.003  0.9391
C -1.200 1.417 1.910  0.0330
C -1.322 1.962 3.170  -0.5837
C -2.502 1.755 3.910  -0.9600
C -3.567 1.051 3.414  -1.0585
C -3.497 0.524 2.105  1.3050
C -4.569 -0.124 1.450  -1.0841
C -4.434 -0.496 0.142  -1.3254
C -3.214 -0.269 -0.515  -0.9006
N -2.172 0.269 0.084  1.7663
C -2.308 0.699 1.377  -1.4717
C 2.285 2.404 1.947  0.3885
C 3.464 3.048 1.588  -0.7619
C 4.573 2.918 2.404  -0.6785
C 4.494 2.171 3.574  -0.6363
C 3.314 1.530 3.914  -0.7186
C 2.200 1.634 3.092  0.0734
H -0.528 2.565 3.586  0.6730
H -2.565 2.186 4.901  0.4202
H -4.471 0.917 3.992  0.4536
H -5.496 -0.289 1.984  0.4603
H -5.244 -0.958 -0.405  0.5256
H -3.089 -0.519 -1.561  0.8390
H 3.506 3.629 0.676  0.4767
H 5.504 3.394 2.126  0.4548
H 5.364 2.069 4.208  0.4294
H 3.265 0.920 4.806  0.4212
H 1.290 1.099 3.328  0.2685
Cl 7.050 1.053 -0.371  -0.2070
C 5.435 0.491 -0.155  0.2894
C 4.463 0.749 -1.117  0.1275
Cl 4.868 1.597 -2.559  -0.2047
C 3.165 0.312 -0.920  1.1139
Cl 1.961 0.506 -2.152  -0.3542
C 2.738 -0.336 0.261  -2.8226
O 1.513 -0.645 0.475  -0.0244
C 3.771 -0.640 1.186  0.5068
Cl 3.334 -1.552 2.586  -0.1390
C 5.079 -0.235 0.983  0.2778
Cl 6.290 -0.637 2.142  -0.1738
C -1.843 -2.895 -1.512  -1.2980
As -0.388 -1.926 -0.656  1.3737
C 1.069 -2.751 -1.616  -0.9558
C -0.525 -2.642 1.160  -0.9557
C -0.066 -4.069 1.257  0.2460
C -0.999 -5.087 1.437  -0.4285
C -0.599 -6.414 1.524  -0.7048
C 0.745 -6.739 1.436  -0.4308
C 1.683 -5.731 1.256  -0.9816
C 1.281 -4.408 1.162  -0.0008
H -1.548 -3.943 -1.439  0.5884
H -1.912 -2.605 -2.558  0.1237
H -2.800 -2.773 -1.010  0.3661
H 0.996 -3.830 -1.484  0.5720
H 2.026 -2.393 -1.257  0.0775
H 0.932 -2.486 -2.663  0.1117
H -1.591 -2.593 1.402  0.4567
H 0.024 -1.962 1.808  0.4123
H -2.052 -4.838 1.509  0.3885
H -1.339 -7.190 1.668  0.3932
H 1.062 -7.771 1.509  0.3884
H 2.735 -5.974 1.186  0.4327
H 2.015 -3.626 1.026  0.5132

Computed properties:
E_HOMO (spin up / spin down) ... -7.64 / -7.61 eV
Multiplicity ... 2
E_LUMO (spin up / spin down) ... -0.846 / -0.812 eV
Max |F| ... 0.83 eV/A
Relative energy (zero: lowest compared OMol25 entry of this formula, charge and spin) ... 29.6 kcal per mole
<S²> ... 0.755
Frontier orbital gap (spin up / spin down) ... 6.794 / 6.799 eV


No. 4
C4H8O | ωB97M-V with the def2-TZVPD basis set

Each line ends with the Mulliken charge.
CARTESIAN COORDINATES (ANGSTROEM)
C -0.765 1.378 0.207  -1.3811
C -0.032 0.261 -0.495  0.3382
C 1.080 -0.446 0.283  -0.4640
C 0.402 -1.793 0.295  -0.4027
O -0.935 -0.866 -0.773  -0.5330
H -1.646 1.687 -0.368  0.3474
H -1.089 1.056 1.201  0.3608
H -0.104 2.240 0.332  0.3535
H 0.302 0.579 -1.482  0.3356
H 2.037 -0.390 -0.229  0.2643
H 1.211 -0.059 1.293  0.2359
H -1.326 -1.106 0.104  0.4294
H 0.791 -2.380 -0.507  0.1157

Computed properties:
E_HOMO ... -8.06 eV
E_LUMO ... 0.834 eV
Max |F| ... 1.02 eV/A
Relative energy (zero: lowest compared OMol25 entry of this formula, charge and spin) ... 100.7 kcal per mole
Frontier orbital gap ... 8.892 eV


No. 5
C4H7N3 | ωB97M-V with the def2-TZVPD basis set

Each line ends with the Mulliken charge.
CARTESIAN COORDINATES (ANGSTROEM)
H -2.105 -2.207 0.304  0.2711
N -2.422 -1.096 0.808  -0.5831
C -1.897 -0.025 0.365  0.1159
N -0.695 0.115 -0.254  0.4494
C 0.454 -0.695 0.165  -0.6200
C 1.572 0.238 -0.526  -0.3282
C 0.989 1.479 -0.311  -0.1987
N -0.399 1.376 -0.492  -0.7117
H -2.400 1.069 0.777  0.2978
H 0.413 -1.904 -0.174  0.2351
H 0.624 -0.944 1.342  0.2566
H 1.911 0.100 -1.624  0.2607
H 2.435 -0.015 0.087  0.2550
H 1.519 2.510 -0.467  0.3001

Computed properties:
E_HOMO ... -8.44 eV
Structure (SMILES) ... [H]/N=C\N1CCC=N1
E_LUMO ... 0.543 eV
Max |F| ... 7.62 eV/A
Relative energy (zero: lowest compared OMol25 entry of this formula, charge and spin) ... 114.1 kcal per mole
Frontier orbital gap ... 8.988 eV


No. 6
C12H24CdF12O12P2 | ωB97M-V with the def2-TZVPD basis set

Each line ends with the Mulliken charge.
CARTESIAN COORDINATES (ANGSTROEM)
Cd 0.257 -0.221 -0.049  4.8177
P -1.637 3.022 -0.148  1.4044
F -0.863 1.594 0.325  -0.4835
F -0.672 3.807 0.873  -0.3997
F -0.562 3.162 -1.325  -0.3812
F -2.374 4.363 -0.594  -0.3458
F -2.567 2.116 -1.106  -0.3845
F -2.683 2.776 1.056  -0.3887
P 2.219 -2.944 -0.389  1.3662
F 2.261 -4.452 0.079  -0.3693
F 3.317 -3.146 -1.510  -0.3763
F 1.059 -3.266 -1.461  -0.3880
F 2.081 -1.322 -0.789  -0.5626
F 1.054 -2.613 0.734  -0.5024
F 3.371 -2.541 0.662  -0.3989
C 3.249 4.397 -1.069  -0.7716
O 2.333 3.449 -0.522  -0.1937
C 2.732 2.222 -0.281  0.1998
O 1.964 1.290 -0.281  -0.3392
O 4.032 2.137 -0.033  -0.4082
C 4.542 0.857 0.355  -0.5074
H 2.667 5.247 -1.403  0.2429
H 3.734 3.971 -1.948  0.3199
H 3.974 4.668 -0.306  0.3004
H 5.600 0.833 0.111  0.3214
H 4.076 0.062 -0.227  0.1420
H 4.376 0.716 1.418  0.2264
C -2.057 -3.973 0.251  -0.5482
O -2.978 -3.023 0.759  -0.4263
C -2.561 -1.773 0.817  0.1061
O -1.546 -1.391 0.274  -0.3134
O -3.331 -0.966 1.494  -0.1935
C -4.499 -1.470 2.184  -0.8267
H -1.707 -3.734 -0.756  0.1278
H -2.524 -4.952 0.192  0.2991
H -1.158 -4.046 0.864  0.2533
H -5.076 -2.113 1.531  0.3825
H -5.080 -0.597 2.461  0.2324
H -4.184 -1.992 3.085  0.3090
C 2.654 -1.232 3.239  -0.2250
O 1.668 -0.470 3.966  -0.4054
C 0.656 0.000 3.269  0.5102
O 0.534 -0.120 2.064  -0.7951
O -0.189 0.579 4.087  -0.4338
C -1.330 1.238 3.487  -0.2159
H 2.283 -2.252 3.153  0.2752
H 3.568 -1.239 3.819  0.3085
H 2.792 -0.814 2.252  -0.2201
H -1.131 1.656 2.512  -0.0729
H -1.636 2.013 4.185  0.3076
H -2.154 0.525 3.454  0.1914
C -1.482 1.804 -4.695  -0.7751
O -0.618 1.313 -3.656  -0.2560
C -0.829 0.139 -3.136  0.4420
O -0.235 -0.223 -2.135  -0.7992
O -1.701 -0.592 -3.787  -0.4047
C -2.088 -1.860 -3.240  -0.2120
H -1.152 2.817 -4.901  0.2518
H -2.509 1.841 -4.341  0.3136
H -1.373 1.198 -5.591  0.3305
H -1.705 -2.638 -3.893  0.2778
H -3.174 -1.859 -3.204  0.3311
H -1.685 -1.979 -2.238  -0.2669

Computed properties:
E_HOMO ... -11.37 eV
E_LUMO ... 0.312 eV
Max |F| ... 1.60 eV/A
Relative energy (zero: lowest compared OMol25 entry of this formula, charge and spin) ... 0.0 kcal per mole
Frontier orbital gap ... 11.682 eV